Record 1
This record from OMol25 describes the molecule C14H14ClNO3. The level of theory is the ωB97M-V functional and the def2-TZVPD basis.

```
33
Properties=species:S:1:pos:R:3:forces:R:3
C 1.706 -0.925 1.690 0.50 0.33 0.28
C 1.651 0.445 0.996 -0.12 -0.29 -0.03
C 0.435 0.546 0.011 -0.17 0.67 -0.88
N 0.292 1.874 -0.752 0.16 -0.40 0.99
C 0.302 1.833 -2.256 -0.70 0.99 0.34
C 0.333 3.160 -0.149 -0.28 0.68 -2.02
O 0.272 4.157 -0.877 0.18 -1.38 0.73
C 0.374 3.473 1.354 -0.42 -0.62 -0.83
Cl 2.003 4.032 1.800 -0.18 -0.07 0.05
C -0.911 0.125 0.666 -0.63 0.82 1.80
O -1.483 0.688 1.574 0.44 0.46 -0.37
C -1.366 -1.170 0.166 -0.76 -1.86 -0.57
C -2.437 -2.023 0.507 -0.23 0.30 -0.25
C -2.569 -3.289 -0.085 0.67 0.69 0.13
C -1.606 -3.738 -1.007 0.38 0.39 -0.18
C -0.561 -2.884 -1.355 -0.59 -0.26 0.04
C -0.470 -1.634 -0.766 -0.95 -0.38 0.27
C 0.573 -0.670 -0.943 3.26 -0.10 -1.65
O 1.547 -0.937 -1.640 -0.84 1.06 0.68
H 1.917 -1.714 1.004 0.01 -0.62 -0.67
H 2.559 -0.947 2.384 -0.42 0.16 0.03
H 0.788 -1.176 2.220 0.04 0.11 0.16
H 2.614 0.611 0.457 -0.92 0.06 0.16
H 1.569 1.163 1.810 -0.06 0.35 -0.32
H -0.275 1.009 -2.680 0.13 -0.24 0.53
H 1.322 1.780 -2.607 0.23 -0.06 -0.17
H -0.184 2.742 -2.693 0.59 -0.60 0.85
H 0.080 2.633 1.953 0.03 -0.30 0.45
H -0.358 4.276 1.475 0.41 -0.07 0.09
H -3.215 -1.656 1.158 -0.01 -0.06 0.30
H -3.404 -3.926 0.176 0.00 0.09 0.03
H -1.652 -4.726 -1.484 -0.18 0.48 0.34
H 0.155 -3.131 -2.106 0.44 -0.35 -0.31
```
Positions in Å, forces in eV/Å.

Results
HOMO	-9.41	eV
SMILES	CCC1(N(C)C(=O)CCl)C(=O)c2ccccc2C1=O
HOMO-LUMO gap	8.69	eV
charge	0

Atom charges from the Löwdin analysis, given in e for atoms 1 to 4: number 1, C, carries -0.07; number 2, C, carries -0.13; number 3, C, carries -0.21; number 4, N, carries 0.02

***

Record 2
This record from OMol25 describes a structure of composition C32H27FeO5Si. The level of theory is the ωB97M-V functional and the def2-TZVPD basis.

```
66
Properties=species:S:1:pos:R:3:forces:R:3
C -2.410 -3.465 -4.664 0.09 0.34 0.16
C -1.155 -2.871 -4.830 -0.05 0.24 0.27
C -0.804 -1.749 -4.066 -0.26 -0.30 -0.21
C -1.711 -1.204 -3.141 0.09 -0.28 0.29
Si -1.317 0.401 -2.311 0.25 -0.01 -1.14
C 0.470 0.509 -1.886 0.23 0.15 0.13
C 1.185 -0.647 -1.549 0.56 0.01 0.11
C 2.557 -0.574 -1.278 -0.06 0.20 -0.03
C 3.220 0.663 -1.328 -0.45 -0.19 -0.16
C 2.499 1.824 -1.639 -0.01 -0.09 0.07
C 1.130 1.748 -1.916 0.36 -0.11 0.07
C -1.917 1.793 -3.366 -0.12 0.32 0.11
C -1.282 2.027 -4.599 -0.28 0.26 -0.08
C -1.764 3.011 -5.472 0.02 -0.13 0.27
C -2.885 3.774 -5.119 0.08 -0.30 0.27
C -3.516 3.546 -3.889 0.12 -0.03 -0.06
C -3.034 2.562 -3.016 -0.05 0.28 -0.34
O -2.160 0.564 -0.822 0.22 -1.08 2.48
C -1.931 -0.065 0.324 -1.32 -0.17 -3.28
C -1.265 0.422 1.443 -1.12 0.63 0.50
C -1.386 -0.604 2.492 0.56 -0.02 0.60
C -2.302 -1.651 1.886 -0.25 -0.31 0.01
O -2.447 -1.271 0.464 0.48 0.74 0.60
C -2.954 -1.819 -2.960 -0.05 -0.36 -0.39
C -3.305 -2.937 -3.726 0.09 0.05 0.11
H -2.691 -4.328 -5.270 0.08 0.26 0.23
H -0.442 -3.275 -5.548 -0.21 0.08 0.17
H 0.181 -1.295 -4.204 -0.26 -0.13 0.02
H 0.680 -1.618 -1.522 0.19 0.30 -0.06
H 3.106 -1.485 -1.027 -0.12 0.31 -0.11
H 4.294 0.715 -1.136 -0.34 0.01 -0.04
H 3.006 2.791 -1.672 -0.14 -0.32 -0.01
H 0.573 2.651 -2.180 0.21 -0.25 0.06
H -0.410 1.433 -4.883 -0.23 0.19 0.02
H -1.260 3.180 -6.426 -0.19 -0.04 0.30
H -3.268 4.535 -5.803 0.14 -0.26 0.27
H -4.387 4.140 -3.604 0.27 -0.19 -0.12
H -3.540 2.396 -2.062 0.12 0.07 -0.29
H -1.143 1.494 1.559 0.07 -0.52 -0.07
H -0.416 -1.058 2.760 -0.11 0.32 -0.04
H -1.798 -0.178 3.417 0.18 -0.04 -0.09
H -1.905 -2.666 1.942 -0.18 0.19 -0.25
H -3.294 -1.604 2.350 0.10 -0.15 -0.40
H -3.657 -1.418 -2.227 0.09 -0.13 -0.23
H -4.282 -3.399 -3.584 0.24 0.09 -0.06
O 4.045 -2.452 8.429 -0.96 1.05 -1.79
C 3.640 -1.929 7.475 1.43 -1.11 3.18
Fe 3.167 -1.395 5.864 -0.63 1.68 -0.87
C 4.315 -2.468 5.103 2.09 -2.94 -1.79
O 4.914 -3.344 4.627 -0.98 1.89 0.94
C 1.891 -2.596 5.738 -2.24 -2.74 0.78
O 1.224 -3.534 5.887 0.86 1.59 -0.62
C 1.092 1.352 2.236 0.39 1.11 0.99
C 0.503 1.727 3.443 0.20 -0.20 -0.62
C 0.844 1.351 4.745 -1.99 0.09 0.37
C 2.040 0.872 5.283 2.32 -1.10 -0.43
C 3.117 0.296 4.548 -0.67 2.11 1.25
C 3.061 0.015 3.139 -0.15 -0.18 -1.36
C 2.207 0.501 2.159 1.57 -1.22 0.16
H 0.781 1.800 1.289 0.07 -0.10 0.38
H -0.386 2.365 3.370 0.17 -0.20 0.12
H 0.029 1.509 5.465 0.56 0.33 -0.12
H 2.179 0.998 6.370 -0.02 0.09 -0.59
H 4.137 0.375 4.995 -0.61 -0.24 -0.16
H 3.869 -0.644 2.784 -0.40 0.43 0.08
H 2.471 0.200 1.138 -0.04 0.04 0.45
```
Positions in Å, forces in eV/Å.

Results
spin multiplicity	5
HOMO (alpha / beta)	-9.46 / -11.14	eV
HOMO-LUMO gap (alpha / beta)	6.04 / 4.67	eV
charge	+1

Atom charges from the Löwdin analysis, given in e for atoms 1 to 4: number 1, C, carries -0.07; number 2, C, carries -0.06; number 3, C, carries -0.09; number 4, C, carries -0.24

***

Record 3
This record from OMol25 describes the ion C3H7BrN with charge +1. The level of theory is the ωB97M-V functional and the def2-TZVPD basis.

```
12
Properties=species:S:1:pos:R:3:forces:R:3
C -1.041 -1.795 -0.150 -0.83 0.41 -1.50
C -0.247 -0.859 0.350 -0.25 0.27 1.03
C 0.487 0.209 -0.290 3.50 -1.56 0.07
N 0.233 1.592 0.090 -2.56 1.35 -0.81
Br 2.746 -0.032 0.309 -2.76 0.37 -0.70
H -1.432 -2.544 0.530 -0.10 0.06 -0.18
H -1.450 -1.762 -1.189 0.79 -0.38 0.83
H -0.149 -0.879 1.411 0.44 -0.06 0.81
H 0.592 0.129 -1.366 -0.04 0.27 -0.01
H 0.890 2.252 -0.314 0.69 -0.01 -0.04
H -0.663 1.781 -0.442 0.65 0.25 0.76
H 0.034 1.907 1.061 0.46 -0.98 -0.26
```
Positions in Å, forces in eV/Å.

Results
HOMO	-14.35	eV
SMILES	C=C[C@@H]([NH3+])Br
HOMO-LUMO gap	8.86	eV
charge	+1

Atom charges from the Löwdin analysis, given in e for atoms 1 to 4: number 1, C, carries 0.10; number 2, C, carries -0.24; number 3, C, carries -0.42; number 4, N, carries 0.16

***

Record 4
This record from OMol25 describes a cluster of 2 separate species, C4H12N2O in total. The level of theory is the ωB97M-V functional and the def2-TZVPD basis.

```
19
Properties=species:S:1:pos:R:3:forces:R:3
C 3.323 -0.613 -0.918 1.79 1.91 -1.65
N 2.234 -0.353 -1.860 0.13 2.32 -0.66
C 1.081 -0.843 -1.300 -3.05 1.31 -2.98
C -0.296 -0.372 -1.934 -2.42 0.06 0.52
O 1.005 -1.715 -0.473 0.89 -0.13 0.68
H 2.898 -0.615 0.066 0.37 0.48 0.73
H 3.723 -1.583 -1.073 0.44 -0.98 -0.23
H 4.159 0.142 -1.158 -1.26 -1.09 0.93
H 2.295 0.580 -2.515 -0.71 -3.40 2.60
H -0.599 -1.183 -2.762 0.55 1.73 2.03
H -0.412 0.696 -2.472 0.64 -2.38 1.42
H -1.151 -0.434 -0.933 2.63 0.18 -3.40
C -2.876 2.081 3.375 1.02 -4.46 -0.26
N -3.762 1.308 2.350 1.34 0.84 0.74
H -3.348 2.929 3.856 -0.45 -0.38 0.14
H -2.480 1.162 4.103 -0.86 3.03 -1.07
H -1.993 2.446 2.856 0.01 0.02 -0.07
H -3.324 0.396 2.121 0.25 1.06 0.09
H -4.503 0.983 2.924 -1.29 -0.13 0.42
```
Positions in Å, forces in eV/Å.

Results
HOMO	-9.42	eV
SMILES	CNC(C)=O.CN
HOMO-LUMO gap	10.12	eV
charge	0

Atom charges from the Löwdin analysis, given in e for atoms 1 to 4: number 1, C, carries -0.11; number 2, N, carries -0.03; number 3, C, carries -0.62; number 4, C, carries -0.06